Computed, not measured: a molecular structure, C45H37As2F6IrN3O6S2 at a distorted geometry, with ωB97M-V/def2-TZVPD.

ORCA input file:
```
! wB97M-V def2-TZVPD RIJCOSX def2/J DEFGRID3
* xyz 2 2
H 3.005 -3.329 -4.814
C -1.259 4.105 2.767
N 0.621 3.180 0.807
F 3.532 3.672 0.554
C -4.715 -4.468 -2.464
C 4.847 0.954 -2.019
F 2.760 4.793 2.243
H -4.069 -1.827 -0.475
C 0.948 0.244 6.009
C 3.592 -0.871 -0.972
H -4.060 1.551 -0.234
C 0.349 -2.597 1.621
C -0.853 2.326 -2.261
C -2.047 -1.225 2.888
S -0.932 3.266 1.099
C 2.409 1.185 -1.731
Ir -0.165 0.484 0.124
H 7.112 3.090 -3.356
H 0.536 -3.213 2.500
C 2.154 -0.668 3.673
C -3.425 -4.776 -2.866
C 6.155 2.703 -3.033
F -0.188 4.779 3.123
O -1.576 4.068 0.118
C 6.079 1.455 -2.441
H 1.215 -1.698 -5.316
O 2.072 1.246 1.256
H 5.059 4.431 -3.678
C 3.079 3.592 1.801
C -0.680 -3.184 0.689
C 0.169 -0.017 4.892
C -2.215 1.991 -2.018
H -1.367 -3.026 3.873
H 2.633 -1.006 2.761
C -2.354 -4.014 -2.423
H -3.001 0.544 2.123
C 0.308 -1.872 -3.384
H 5.675 -0.916 -1.307
H -5.481 -2.045 4.452
C -2.909 3.889 -3.290
F 4.005 3.050 2.577
H -3.558 -3.550 4.837
C 0.777 -0.473 3.730
H 3.536 -1.843 -0.504
H -0.419 -4.179 0.323
H -1.655 -3.268 1.171
As -1.006 -2.044 -0.863
C -3.235 2.784 -2.528
N 1.327 1.868 -2.080
C -0.560 3.452 -3.061
H -1.348 5.102 -4.143
C -3.440 -2.664 4.228
O 1.115 2.461 3.194
H 3.093 -4.427 -2.601
O 1.335 -0.611 -0.558
C -1.574 4.223 -3.556
C 4.758 -0.348 -1.418
H -4.272 2.544 -2.349
C -4.520 -1.816 4.012
F -2.265 4.934 2.570
H 0.481 0.599 6.918
F -1.589 3.206 3.674
H -0.902 0.140 4.933
C -3.871 -2.634 -1.159
H -5.195 0.003 3.102
H 6.972 0.859 -2.301
C -2.205 -2.367 3.674
O -1.442 1.861 1.226
H 0.470 3.712 -3.237
C 0.361 -2.489 -2.137
H 2.881 3.571 -2.941
O -2.414 0.877 -1.298
C -3.124 -0.369 2.686
N 0.135 1.555 -1.671
H 3.994 -0.562 4.762
H -5.548 -5.062 -2.815
H 1.305 -2.428 1.124
C 3.770 2.974 -2.802
C -4.360 -0.670 3.249
C 2.398 -0.105 -1.046
C 2.320 0.050 5.960
H -1.354 -4.263 -2.755
H -0.484 -1.168 -3.618
C 1.371 -3.398 -1.849
H -5.941 -3.162 -1.284
H 2.924 0.254 6.833
S 1.602 2.487 1.855
H -3.246 -5.611 -3.530
C 4.998 3.457 -3.213
C 2.320 -3.702 -2.817
C -2.576 -2.937 -1.564
H -4.423 0.416 -1.578
C 2.268 -3.087 -4.060
H 1.426 -3.889 -0.885
C -3.729 0.664 -0.775
H -3.631 -0.161 -0.083
C 1.263 -2.170 -4.343
C 2.923 -0.408 4.795
As -0.293 -0.858 2.190
C 3.677 1.717 -2.195
H -3.703 4.506 -3.688
C -4.937 -3.400 -1.607
*
```

Calculated values
ΔE to the lowest compared entry with this formula, charge and spin: 0.00 kJ/mol
Gap between HOMO and LUMO (alpha / beta): 0.221 / 0.208 Eh
⟨S²⟩: 0.84

Löwdin population analysis, charges in e, atoms 1 to 4: 0.1166, -0.6711, -0.2899, 0.1586


Computed, not measured: a molecular structure, C45H37Br2N7O7P2S2ScSe2 at a distorted geometry, with ωB97M-V/def2-TZVPD.

ORCA input file:
```
! wB97M-V def2-TZVPD RIJCOSX def2/J DEFGRID3
* xyz -1 1
C 3.311 4.972 1.702
C -3.672 2.064 -4.540
H 0.820 -1.991 -4.300
P 3.855 -0.834 2.687
C -4.467 2.904 -5.480
C 6.887 2.437 1.688
C -0.749 -8.027 0.761
C 1.684 -1.286 6.083
H -4.507 -2.040 -0.241
C -1.570 -4.445 -1.434
H -2.785 -5.653 -2.710
H -2.110 1.737 -5.962
H -0.914 3.112 2.992
N -5.784 4.377 -7.337
H -0.066 -1.087 2.827
C 1.646 -0.011 6.633
Br 2.973 -2.889 -3.450
C -2.451 1.546 -4.955
C -1.865 -6.799 -1.134
C -1.706 0.788 -4.072
C -4.098 1.763 -3.248
C -6.208 4.354 -6.088
C -5.574 3.634 -5.085
H 3.488 1.620 4.319
C -2.141 -5.641 -1.844
N 1.679 -2.040 -0.215
H -5.933 3.656 -4.068
H -5.052 2.102 -2.874
H -1.645 -1.469 4.673
H -2.302 -7.737 -1.454
C 2.956 0.812 4.797
H 1.122 0.164 7.562
Br 1.680 0.009 -3.135
C -0.556 -0.248 3.301
P 0.579 1.314 1.315
C 6.740 1.995 2.997
C 1.701 2.715 1.529
H 0.225 -5.535 1.200
H -0.751 0.381 -4.369
C -3.473 -2.393 -0.221
C -1.026 -6.778 -0.026
H -2.820 0.431 5.715
C 1.491 -0.182 0.899
O -1.683 -1.123 0.695
C 2.286 3.251 0.381
H 2.227 -1.264 -5.185
O -3.235 -1.896 2.111
H 7.398 2.363 3.773
H 2.274 2.028 6.426
H -3.609 0.748 -1.425
H 6.174 2.284 -0.325
C -2.115 0.605 4.914
N -2.097 0.526 -2.820
C -2.777 -1.772 0.997
H 7.659 3.154 1.443
C 2.286 1.036 5.993
H 5.694 0.671 4.314
C -0.717 -4.401 -0.338
C -0.343 1.040 2.832
O -0.664 -2.214 -2.490
C -4.683 3.670 -7.609
O -3.896 5.181 -9.514
H -3.508 -3.479 -0.076
C 2.977 -0.454 4.232
C -3.290 0.998 -2.434
H 1.194 -2.108 6.587
C 1.822 -1.577 -4.229
C 5.064 1.029 1.006
S -1.964 -2.979 -2.329
C 1.904 3.334 2.755
H -2.438 2.729 4.884
H 3.943 5.846 1.771
O -2.543 -3.387 -3.573
C -1.902 1.898 4.448
C 2.718 4.455 2.842
C 2.348 -1.510 4.891
H 2.092 2.798 -0.584
H 4.425 0.638 0.226
H 3.537 4.781 -0.424
C 6.055 1.950 0.696
N 0.957 -0.946 -0.081
N -4.023 2.925 -6.733
Sc -1.000 -0.724 -1.138
C -0.452 -5.567 0.356
H 2.878 4.929 3.801
H 0.317 -8.134 0.958
C -1.451 -0.462 4.338
H 1.420 2.950 3.640
N 2.645 -2.054 0.656
H -0.231 -3.479 -0.037
Se 4.990 -2.587 2.875
N -2.781 -1.995 -1.435
C 3.086 4.373 0.469
C 4.920 0.578 2.311
H 2.407 -2.506 4.472
C 2.587 -0.917 1.382
Se -0.788 1.875 -0.256
O -5.126 3.138 -10.077
H -7.095 4.940 -5.867
H -1.258 -7.996 1.726
C -1.034 2.115 3.396
S -4.054 3.753 -9.317
C 5.772 1.057 3.306
O -2.818 2.999 -9.274
H -1.091 -8.914 0.230
*
```

Calculated values
ΔE to the lowest compared entry with this formula, charge and spin: 78.09 kJ/mol
Gap between HOMO and LUMO: 0.254 Eh

Löwdin population analysis, charges in e, atoms 1 to 4: -0.0719, -0.1156, -0.0152, 0.5014


Computed, not measured: a molecular structure, C45H38FN9O5SSc, with ωB97M-V/def2-TZVPD.

ORCA input file:
```
! wB97M-V def2-TZVPD RIJCOSX def2/J DEFGRID3
* xyz 1 1
C -0.036 -0.419 -2.507
C 5.526 1.287 -0.448
N -1.090 -2.969 0.285
C 2.251 -1.104 -2.016
C 3.439 2.069 -1.343
H 5.827 -1.913 -3.205
C -2.760 2.162 -0.076
H -0.369 0.070 -4.520
C 0.126 -2.209 4.816
H -4.962 4.430 -0.431
H -5.055 -0.019 6.031
N -2.858 -1.648 1.590
C -1.959 -4.654 -1.747
N -3.285 -2.685 1.034
H 1.148 0.012 -7.613
C -4.636 -0.350 5.088
O -1.599 1.824 0.108
C 2.576 -0.966 -3.373
C 4.792 1.799 -1.507
C -0.603 -4.425 -1.544
H 4.750 -0.245 -5.480
H 2.473 0.757 -5.648
N 0.711 1.090 1.296
C 1.130 -0.345 3.116
O 0.684 -0.879 -0.289
C -1.834 4.863 3.514
C -5.076 -1.566 4.529
H 4.927 -1.987 -5.535
H 2.972 -1.594 -0.047
N 1.596 -0.522 -4.263
C -3.048 4.299 3.141
C -3.678 0.421 4.487
H 1.524 -1.469 6.266
C -2.022 2.102 2.971
H -3.935 4.917 3.069
C 0.909 -0.803 -1.527
C -0.219 -3.576 -0.522
Sc -1.107 -0.277 0.812
H -2.292 -5.306 -2.544
F 5.442 -2.132 -0.684
H 2.852 2.460 -2.166
O -1.875 -0.500 -1.035
C -0.823 2.679 3.389
H -3.939 -4.212 -0.993
C 4.483 -1.765 -1.550
H 0.146 -4.905 -2.158
H -3.357 1.339 4.957
H 0.197 -1.063 -6.587
H -1.760 5.923 3.721
H 0.222 4.455 3.962
C 4.912 1.035 0.771
H -1.133 -2.684 3.135
S 1.138 2.285 0.150
C 1.973 -0.217 -5.671
H 6.579 1.070 -0.570
H -5.825 -2.162 5.030
H 0.041 2.048 3.532
H 0.827 -3.370 -0.332
C -2.874 -4.056 -0.903
C -2.381 -3.223 0.092
H -2.539 3.650 -1.554
N 2.906 1.046 2.155
C -0.348 -2.049 3.522
C 2.832 1.865 -0.113
C 1.587 0.667 2.123
C 3.879 -1.272 -3.822
C -3.140 2.943 2.872
N -4.559 3.597 -0.834
H 3.217 -1.066 -7.185
H -4.817 3.554 -1.810
C 3.225 -1.506 -1.095
C -4.511 -1.990 3.358
C 2.978 -1.258 -6.139
C -3.079 0.030 3.254
C -3.118 3.522 -0.639
H 5.478 0.607 1.591
C 1.141 -1.384 5.258
C -0.727 4.040 3.644
H 0.112 0.698 -6.379
H -2.769 4.261 0.082
C -3.527 -1.208 2.726
C 3.570 1.334 0.935
O -3.768 1.380 0.190
N 0.131 -1.128 2.690
H 2.522 -2.251 -6.086
C 1.666 -0.437 4.388
H -4.571 1.908 -0.063
C 4.817 -1.668 -2.897
H -4.096 2.514 2.597
O -2.149 0.513 -3.003
C 0.366 -0.276 -3.809
H 3.472 0.538 2.818
C -1.470 -0.093 -2.191
H -0.309 -2.964 5.456
N -2.112 0.734 2.617
H -4.797 -2.932 2.911
C 0.775 -0.137 -6.600
C 4.230 -1.187 -5.283
H 5.270 1.990 -2.459
H 2.448 0.237 4.712
*
```

Calculated values
ΔE to the lowest compared entry with this formula, charge and spin: 38.45 kJ/mol
Gap between HOMO and LUMO: 0.224 Eh

Löwdin population analysis, charges in e, atoms 1 to 4: -0.0097, -0.0749, 0.1001, -0.0450


Computed, not measured: a molecular structure, C45H39AsGaN6O at a distorted geometry, with ωB97M-V/def2-TZVPD.

ORCA input file:
```
! wB97M-V def2-TZVPD RIJCOSX def2/J DEFGRID3
* xyz 3 1
C -1.250 -2.853 -2.570
C -5.276 -0.092 -2.704
H -2.567 -6.388 -1.610
C 2.590 0.061 1.717
H 1.157 2.494 5.494
C -1.054 -3.948 -3.413
H -4.075 3.899 -0.914
C -5.829 0.629 -0.487
C -6.141 0.559 -1.834
H -1.055 -2.194 4.604
H 4.712 0.813 -2.760
H -3.081 2.792 -2.632
C -2.223 3.698 1.973
C 5.072 0.031 -2.057
C 5.031 -0.578 1.675
H -1.281 -6.072 -3.747
C -1.825 -2.422 3.860
H 3.936 0.127 3.347
C 3.858 -1.962 -0.034
O -0.816 -0.542 -0.283
Ga 0.534 0.818 -0.203
H -0.508 3.647 3.998
C -0.129 2.403 2.301
H 0.727 3.515 -1.175
C -1.472 -5.230 -3.062
N 4.475 1.403 -0.125
C 3.221 -3.085 -2.138
C 0.059 2.822 3.627
H 6.152 0.146 -1.934
H -6.441 1.192 0.175
C -3.763 -2.678 1.894
C 4.383 0.073 -0.722
C -2.103 2.622 -2.140
C 4.036 -3.041 -1.068
C 2.330 -1.957 -2.364
C 3.806 4.865 -1.036
C 3.885 -0.145 2.303
H 1.835 5.677 -1.485
C 2.449 4.799 -1.268
C -2.190 2.913 -0.683
H -5.545 -0.172 -3.760
C -3.262 3.702 -0.200
C -2.213 -5.397 -1.907
N 2.405 2.438 -0.854
H 6.046 -1.356 -0.111
C -3.100 -2.862 4.193
C -2.397 -4.334 -1.029
C -4.120 -0.707 -2.212
H -3.377 -3.062 5.217
As -2.221 -1.535 -0.224
H 5.458 1.611 0.089
H 3.494 -2.380 0.890
C -4.685 0.007 0.020
H -7.067 0.971 -2.199
H -4.456 0.043 1.093
H -0.863 -1.876 -2.804
C 4.469 3.696 -0.702
C 0.993 2.184 4.458
H -5.052 -3.379 3.455
H 3.360 -3.782 -2.964
H 5.545 3.622 -0.566
H -3.486 -1.216 -2.900
C -3.802 -0.663 -0.841
H -1.344 3.299 -2.610
C 1.805 3.594 -1.076
C 1.805 1.188 3.879
N 0.579 1.360 1.845
H 1.755 -1.995 -3.290
H 4.822 -3.753 -0.844
C -3.265 4.119 1.134
H -0.441 -1.874 2.329
H -2.893 -4.431 -0.078
N 2.180 -0.890 -1.690
C -4.076 -2.984 3.205
H -0.536 -3.782 -4.344
H 2.547 0.647 4.459
H -4.526 -2.733 1.136
C -1.962 -3.040 -1.365
H -1.771 1.609 -2.317
C 1.658 0.853 2.526
N 2.128 -0.222 0.477
C -1.490 -2.143 2.517
H -4.079 4.740 1.501
C 5.064 -0.979 0.276
C -1.210 2.874 1.451
H 5.948 -0.563 2.258
C 3.744 2.501 -0.566
H -2.294 3.833 3.058
N -1.219 2.499 0.149
C -2.505 -2.170 1.513
C 2.965 -0.775 -0.545
H 4.384 5.792 -1.132
H 4.932 -0.939 -2.518
*
```

Calculated values
ΔE to the lowest compared entry with this formula, charge and spin: 364.02 kJ/mol
Gap between HOMO and LUMO: 0.232 Eh

Löwdin population analysis, charges in e, atoms 1 to 4: -0.1114, -0.0440, 0.1279, -0.1244


Computed, not measured: a molecular structure, C45H39Cl2N7OSTa at a distorted geometry, with ωB97M-V/def2-TZVPD.

ORCA input file:
```
! wB97M-V def2-TZVPD RIJCOSX def2/J DEFGRID3
* xyz 1 1
C -1.721 1.031 2.812
H -1.226 4.785 3.422
C 1.069 1.567 -3.239
C -2.094 1.590 4.029
C -3.034 2.625 -2.641
H -3.623 -3.144 2.901
C 1.909 -4.388 2.742
N -1.178 -1.171 1.945
C 2.124 0.687 -3.314
H -1.536 3.305 6.356
H -0.487 3.760 1.309
C -1.921 2.943 4.277
N -2.024 -0.341 2.586
Ta 0.851 -0.316 0.848
C 1.593 -0.355 3.781
C -1.754 2.151 -2.854
H -2.758 -2.406 -0.734
H 5.866 2.794 -0.534
C -1.726 -2.378 2.024
C -0.037 -2.572 -3.828
H 2.023 -5.401 2.386
C 4.904 -0.853 0.194
S 2.087 0.345 5.280
H 2.256 2.771 5.185
C -1.089 1.787 1.832
H -2.216 0.371 -6.172
H -1.377 2.084 -3.867
C -3.102 -1.010 3.043
H -2.515 0.952 4.797
C 1.604 1.879 3.291
N 0.353 1.253 -2.144
Cl 3.093 2.695 -0.069
C -1.845 -1.581 -2.492
C 5.607 1.765 -0.328
C -3.488 2.626 -1.325
N -0.618 1.229 0.604
H -4.492 3.945 -3.512
C -0.626 -2.293 -2.574
H 7.599 1.020 -0.569
H 6.957 -1.337 -0.117
N 2.607 -0.195 0.525
C -1.794 -1.294 -4.900
C 1.976 -0.130 -2.197
O 0.207 -2.111 -0.329
H -3.342 -0.563 -3.609
C 1.331 0.568 2.797
C -2.606 -1.435 -1.207
H 0.771 -3.581 -1.538
C 6.219 -0.548 -0.096
C -0.626 -2.045 -4.965
H 2.085 -2.856 -3.497
H -4.491 2.972 -1.103
H 2.381 -4.809 4.802
H -1.226 -3.226 1.585
Cl 4.455 -2.504 0.497
H -1.983 -1.147 -7.040
C -2.401 -1.099 -3.660
N 1.403 -2.109 2.222
C 6.571 0.769 -0.350
C -1.361 3.721 3.265
H 2.623 -0.918 -1.847
H 2.160 -2.431 5.479
H -2.383 4.619 5.542
C 1.985 -2.736 4.456
C -0.940 1.725 -1.806
H -3.582 -0.992 -1.399
H 0.788 2.393 -3.868
C 0.131 -2.696 -1.415
C 2.113 -4.052 4.076
N 0.902 0.218 -1.487
C 1.643 -1.772 3.507
H 1.398 -3.613 0.819
C -3.910 3.064 -3.781
H -3.483 -0.848 -6.148
H -3.108 2.183 0.707
H -4.618 2.279 -4.059
C -1.377 1.719 -0.481
H -3.891 -0.494 3.561
C -2.695 2.179 -0.290
H 2.909 0.665 -4.049
H -0.165 -2.226 -5.928
C -2.296 3.535 5.606
H -3.320 3.308 -4.664
C 2.001 1.905 4.593
C -2.948 -2.332 2.699
C 1.559 -3.390 1.862
C 4.293 1.440 -0.046
C -2.402 -0.706 -6.138
H -3.245 3.137 5.966
C -0.944 3.151 2.080
C 1.241 -3.359 -3.971
H 1.158 -4.357 -3.536
H -2.087 -0.807 -0.488
H 1.531 2.777 2.697
C 3.896 0.123 0.242
H 1.482 -3.482 -5.024
*
```

Calculated values
ΔE to the lowest compared entry with this formula, charge and spin: 36.91 kJ/mol
Gap between HOMO and LUMO: 0.238 Eh

Löwdin population analysis, charges in e, atoms 1 to 4: -0.1455, 0.1205, -0.0364, 0.0331